# 1
# C23H24N4O5S

A single C23H24N4O5S molecule in a non-equilibrium geometry (ωB97M-V with the def2-TZVPD basis set, the Open Molecules 2025 dataset).

Computed properties:
HOMO-LUMO gap = 8.32 eV
net charge = 0
ΔE to the lowest compared entry with this formula, charge and spin = 0.0 kcal/mol
strongest force on any atom = 1.3 eV/A

Each line ends with the Löwdin charge.
CARTESIAN COORDINATES (ANGSTROEM)
O: 4.861 2.697 -0.168  0.104
C: 4.735 1.718 0.522  -0.455
N: 3.546 1.320 1.093  0.147
C: 2.253 1.691 0.737  -0.210
C: 1.991 2.569 -0.316  0.019
C: 0.682 2.845 -0.662  -0.036
C: -0.357 2.265 0.040  -0.281
C: -0.113 1.399 1.088  -0.048
C: 1.191 1.106 1.433  -0.006
H: 1.397 0.424 2.245  0.122
H: -0.941 0.970 1.629  0.116
S: -2.035 2.689 -0.394  0.673
O: -2.747 3.080 0.784  -0.279
O: -2.019 3.567 -1.521  -0.275
N: -2.670 1.246 -0.985  -0.019
C: -3.187 0.123 -0.370  -0.392
N: -3.097 -0.963 -1.021  0.066
C: -3.714 -2.169 -0.527  -0.237
C: -5.243 -2.088 -0.465  -0.188
C: -5.763 -1.372 0.779  -0.212
C: -5.368 0.102 0.854  -0.178
H: -5.842 0.543 1.733  0.113
H: -5.742 0.632 -0.024  0.123
C: -3.853 0.318 0.963  -0.118
H: -3.656 1.327 1.317  0.081
H: -3.440 -0.402 1.677  0.125
H: -6.854 -1.442 0.791  0.108
H: -5.393 -1.888 1.669  0.112
H: -5.642 -3.105 -0.475  0.108
H: -5.598 -1.578 -1.363  0.117
H: -3.422 -2.958 -1.227  0.109
H: -3.330 -2.434 0.468  0.110
H: -2.350 1.075 -1.927  0.124
H: 0.448 3.519 -1.470  0.116
H: 2.809 3.022 -0.851  0.110
H: 3.597 0.586 1.787  0.137
C: 5.857 0.728 0.787  -0.059
C: 5.813 -0.334 -0.330  -0.092
N: 4.475 -0.852 -0.508  0.028
C: 3.805 -1.597 0.450  -0.379
O: 4.294 -1.994 1.480  0.123
C: 2.411 -1.710 -0.035  -0.092
C: 1.312 -2.325 0.527  0.005
C: 0.093 -2.181 -0.126  -0.052
C: -0.019 -1.449 -1.298  -0.052
C: 1.094 -0.839 -1.869  0.022
C: 2.305 -0.982 -1.224  -0.082
C: 3.641 -0.431 -1.547  -0.358
O: 3.995 0.240 -2.477  0.148
H: 1.022 -0.268 -2.781  0.127
H: -0.993 -1.347 -1.754  0.080
H: -0.790 -2.646 0.285  0.097
H: 1.403 -2.890 1.442  0.123
H: 6.487 -1.158 -0.083  0.134
H: 6.103 0.113 -1.284  0.134
H: 5.745 0.246 1.758  0.113
H: 6.814 1.244 0.743  0.126



# 2
# C23H24N4O5S2

A single C23H24N4O5S2 molecule in a non-equilibrium geometry (ωB97M-V with the def2-TZVPD basis set, the Open Molecules 2025 dataset).

Computed properties:
HOMO-LUMO gap = 8.16 eV
net charge = 0
ΔE to the lowest compared entry with this formula, charge and spin = 3.5 kcal/mol
strongest force on any atom = 1.6 eV/A

Each line ends with the Löwdin charge.
CARTESIAN COORDINATES (ANGSTROEM)
C: -2.636 -0.244 3.197  -0.100
H: -3.075 0.145 4.123  0.090
O: -2.796 0.674 2.144  -0.214
C: -2.217 1.927 2.425  -0.194
C: -2.579 2.915 1.316  -0.128
N: -2.072 2.455 0.038  0.029
C: -2.838 1.740 -0.823  -0.568
N: -2.423 1.259 -1.950  0.051
C: -1.124 1.425 -2.236  -0.524
C: -0.224 2.112 -1.424  -0.097
C: 1.076 2.100 -1.982  -0.214
C: 1.134 1.433 -3.164  -0.492
S: -0.386 0.772 -3.665  1.117
C: 2.502 1.388 -3.746  -0.166
H: 2.523 1.636 -4.808  0.109
H: 2.929 0.388 -3.626  0.106
C: 3.243 2.435 -2.882  -0.157
H: 4.269 2.136 -2.674  0.101
H: 3.273 3.383 -3.420  0.111
C: 2.419 2.612 -1.587  -0.109
H: 2.385 3.647 -1.248  0.118
H: 2.812 2.004 -0.770  0.111
C: -0.696 2.687 -0.195  -0.351
O: -0.043 3.318 0.612  0.083
S: -4.524 1.421 -0.416  1.029
C: -4.662 -0.229 -1.206  -0.328
C: -3.801 -1.159 -0.458  -0.414
N: -4.159 -2.058 0.401  0.104
N: -3.034 -2.603 0.896  0.096
C: -2.031 -2.008 0.317  -0.288
C: -0.625 -2.215 0.556  -0.145
C: -0.204 -3.127 1.516  -0.018
C: 1.147 -3.292 1.748  -0.007
C: 2.109 -2.571 1.045  -0.182
C: 1.685 -1.648 0.064  -0.173
C: 0.323 -1.488 -0.157  0.084
H: 0.019 -0.778 -0.909  0.116
O: 2.466 -0.859 -0.722  -0.069
C: 3.874 -0.942 -0.694  -0.065
H: 4.213 -0.235 -1.451  0.081
H: 4.226 -1.943 -0.949  0.099
H: 4.279 -0.653 0.278  0.098
O: 3.451 -2.714 1.265  -0.113
C: 3.891 -3.640 2.229  -0.076
H: 3.531 -3.384 3.230  0.098
H: 4.979 -3.578 2.212  0.096
H: 3.585 -4.660 1.979  0.098
H: 1.456 -4.001 2.498  0.104
H: -0.936 -3.691 2.069  0.116
O: -2.458 -1.083 -0.570  0.117
H: -5.704 -0.525 -1.122  0.092
H: -4.342 -0.120 -2.241  0.083
H: -3.661 3.031 1.250  0.090
H: -2.104 3.875 1.532  0.134
H: -2.594 2.316 3.383  0.131
H: -1.122 1.836 2.495  0.131
H: -1.575 -0.465 3.371  0.094
H: -3.153 -1.156 2.905  0.074



# 3
# C23H24N6O4S

A single C23H24N6O4S molecule (ωB97M-V with the def2-TZVPD basis set, the Open Molecules 2025 dataset).

Computed properties:
HOMO-LUMO gap = 8.45 eV
net charge = 0
ΔE to the lowest compared entry with this formula, charge and spin = 0.0 kcal/mol
strongest force on any atom = 0.8 eV/A

Each line ends with the Löwdin charge.
CARTESIAN COORDINATES (ANGSTROEM)
O: -0.902 -1.931 -3.415  0.031
C: 0.264 -2.054 -3.101  -0.579
N: 0.714 -2.698 -1.986  0.109
C: -0.005 -2.958 -0.815  -0.221
C: 0.717 -3.202 0.348  0.066
C: 0.064 -3.462 1.543  -0.198
C: -1.333 -3.487 1.580  -0.204
C: -2.046 -3.221 0.419  0.015
C: -1.397 -2.962 -0.770  -0.023
H: -1.960 -2.778 -1.668  0.098
H: -3.123 -3.232 0.470  0.123
O: -2.026 -3.781 2.730  -0.029
C: -1.221 -4.379 3.720  -0.154
C: 0.094 -3.613 3.863  -0.150
H: 0.727 -4.050 4.637  0.132
O: 0.829 -3.679 2.661  -0.025
H: -0.125 -2.565 4.111  0.139
H: -1.797 -4.354 4.646  0.132
H: -1.002 -5.421 3.448  0.139
H: 1.796 -3.192 0.348  0.129
H: 1.720 -2.724 -1.870  0.108
C: 1.387 -1.682 -4.067  -0.348
H: 0.985 -1.013 -4.827  0.089
H: 1.788 -2.577 -4.544  0.086
S: 2.814 -0.869 -3.266  0.986
C: 1.920 0.195 -2.199  -0.660
N: 2.578 1.041 -1.439  0.123
C: 1.790 1.765 -0.620  -0.333
N: 0.461 1.628 -0.516  0.198
C: -0.087 0.734 -1.327  -0.324
N: 0.620 0.021 -2.221  0.102
N: -1.397 0.436 -1.346  0.162
C: -2.448 0.865 -0.546  -0.222
C: -2.313 1.858 0.419  -0.021
C: -3.408 2.239 1.173  -0.085
C: -4.642 1.643 0.979  -0.103
C: -4.778 0.653 0.018  -0.089
C: -3.692 0.265 -0.741  -0.029
H: -3.797 -0.506 -1.491  0.112
H: -5.737 0.182 -0.140  0.102
H: -5.492 1.947 1.570  0.097
H: -3.294 3.013 1.919  0.101
H: -1.350 2.316 0.565  0.070
H: -1.616 -0.287 -2.026  0.127
N: 2.396 2.653 0.175  -0.054
C: 3.804 2.954 0.058  -0.116
H: 4.257 2.247 -0.635  0.113
C: 3.964 4.395 -0.440  -0.182
H: 5.012 4.696 -0.428  0.127
O: 3.284 5.303 0.398  -0.132
C: 1.908 5.007 0.465  -0.183
H: 1.467 5.751 1.131  0.127
C: 1.671 3.589 1.000  -0.110
H: 0.613 3.336 0.978  0.102
H: 2.051 3.519 2.025  0.134
H: 1.454 5.097 -0.534  0.131
H: 3.574 4.469 -1.467  0.130
H: 4.264 2.858 1.048  0.133



# 4
# C23H24NO7PS4SbSe6Zr

A molecular structure, C23H24NO7PS4SbSe6Zr in a non-equilibrium geometry (ωB97M-V with the def2-TZVPD basis set, the Open Molecules 2025 dataset).

Computed properties:
HOMO-LUMO gap = 5.88 eV
net charge = -1
ΔE to the lowest compared entry with this formula, charge and spin = 49.5 kcal/mol
strongest force on any atom = 2.6 eV/A

Each line ends with the Löwdin charge.
CARTESIAN COORDINATES (ANGSTROEM)
Zr: -0.082 -0.611 -0.892  1.113
C: -0.101 4.204 1.669  -0.409
Se: -0.642 2.377 1.304  0.879
C: -2.351 2.757 0.457  -0.549
C: -2.270 3.137 -1.014  -0.508
Se: -1.161 2.029 -2.202  0.943
C: 0.270 3.287 -2.497  -0.424
H: -0.741 4.627 2.439  0.018
H: -0.127 4.803 0.762  0.006
H: 0.931 4.154 2.011  -0.014
H: -2.822 3.567 1.019  0.066
H: -2.961 1.866 0.590  0.038
H: -1.884 4.150 -1.136  0.061
H: -3.268 3.107 -1.453  0.057
H: -0.105 4.113 -3.098  0.030
H: 1.045 2.755 -3.047  0.003
H: 0.680 3.639 -1.550  -0.037
O: 0.011 -0.654 1.323  -0.298
C: -0.869 -1.216 1.983  -0.166
C: -2.217 -1.504 1.555  -0.101
C: -3.014 -2.267 2.418  0.058
C: -4.315 -2.524 2.086  -0.147
C: -4.880 -2.021 0.907  0.030
C: -4.123 -1.255 0.063  0.039
C: -2.769 -0.976 0.355  -0.314
O: -2.078 -0.206 -0.435  -0.285
N: -5.141 -3.329 2.989  -0.359
O: -4.615 -3.783 3.984  0.071
O: -6.307 -3.492 2.689  0.072
H: -0.615 -1.522 3.006  0.154
H: -2.608 -2.656 3.342  0.134
H: -5.912 -2.247 0.684  0.124
H: -4.530 -0.854 -0.855  0.132
Se: 3.040 5.053 -0.255  -0.066
Sb: 3.934 2.896 -0.092  -0.119
Se: 5.879 2.255 -1.247  -0.085
Se: 2.803 1.353 1.362  0.019
Se: 2.116 0.823 -1.058  -0.064
S: 2.288 -4.374 -2.859  0.264
P: 1.519 -4.283 -1.080  0.107
S: 1.549 -2.483 -0.079  0.331
C: 2.354 -5.425 0.090  -0.379
C: 2.971 -5.031 1.270  -0.111
C: 3.591 -5.975 2.082  -0.091
C: 3.595 -7.312 1.721  -0.100
C: 2.982 -7.709 0.538  -0.089
C: 2.370 -6.771 -0.273  -0.101
C: -0.197 -4.906 -0.996  -0.395
C: -0.861 -5.291 -2.150  -0.105
C: -2.175 -5.734 -2.075  -0.076
C: -2.821 -5.798 -0.849  -0.094
C: -2.148 -5.434 0.312  -0.094
C: -0.836 -4.995 0.238  -0.103
H: 2.973 -3.987 1.552  0.057
H: 4.072 -5.658 2.998  0.098
H: 4.080 -8.044 2.354  0.096
H: 2.987 -8.752 0.247  0.099
H: 1.905 -7.076 -1.203  0.101
H: -0.349 -5.210 -3.102  0.077
H: -2.698 -6.017 -2.980  0.102
H: -3.850 -6.133 -0.795  0.097
H: -2.646 -5.496 1.273  0.096
H: -0.304 -4.709 1.141  0.101
O: -0.652 -2.249 -2.182  -0.565
S: -0.341 -1.606 -3.512  0.151
O: 0.081 -2.488 -4.558  -0.354
O: -1.369 -0.622 -3.771  -0.426
S: 1.476 -0.477 -3.100  0.205